1.
{"formula": "C34H26BrN2O3PdSb", "method": "ωB97M-V/def2-TZVPD", "e_tot_ha": -4588.60038, "lumo_energy_ev": [-1.0, -1.0], "elements": ["C", "C", "C", "H", "C", "C", "C", "O", "C", "C", "C", "H", "H", "C", "H", "C", "H", "H", "H", "O", "C", "C", "N", "C", "C", "C", "H", "H", "C", "H", "H", "H", "Pd", "H", "C", "C", "C", "C", "C", "C", "C", "C", "C", "H", "H", "C", "H", "H", "H", "C", "C", "N", "C", "Br", "H", "H", "C", "O", "H", "H", "H", "C", "C", "C", "H", "Sb", "H", "H"], "positions_angstrom": [[-1.72, 2.60, -1.10], [-4.11, 3.91, -3.72], [-1.25, -0.03, -3.52], [3.88, 4.07, 4.03], [1.59, -4.07, -2.33], [2.75, -6.04, -0.76], [-0.74, -2.18, 1.46], [-2.20, 1.42, -0.93], [0.48, -3.51, 3.56], [-1.92, 4.80, -2.25], [-0.20, 0.77, -3.13], [-2.14, 6.64, -3.35], [3.01, -4.51, 0.71], [-1.82, 1.29, 4.14], [1.16, -3.30, -2.96], [-0.59, -1.70, -1.92], [-1.27, -1.70, 0.65], [-0.74, -2.68, -1.46], [-1.48, -3.67, 4.42], [1.54, 0.71, 0.79], [-2.00, 1.05, 2.81], [-2.41, 3.51, -2.06], [-0.50, 1.66, 4.26], [-3.50, 3.07, -2.80], [2.62, -4.75, -0.27], [0.08, 1.65, 3.04], [-1.91, 0.29, -4.32], [-0.03, 1.87, 5.12], [2.29, -6.36, -2.03], [-0.05, 1.73, -3.61], [1.53, 0.96, -1.88], [-3.85, 2.06, -2.65], [-0.35, 0.76, 0.09], [3.89, 1.64, 0.48], [-2.52, 5.65, -3.17], [1.73, -5.36, -2.82], [0.66, 0.36, -2.11], [2.00, -3.75, -1.03], [0.64, -2.39, 1.41], [4.04, 2.89, 2.22], [3.40, 2.02, 1.37], [1.45, 2.06, 2.78], [-0.89, -3.31, 3.59], [1.40, -5.59, -3.83], [1.59, 3.34, 4.50], [-3.62, 5.19, -3.89], [-2.29, -1.89, -3.20], [-2.57, -2.48, 2.53], [3.22, -6.81, -0.15], [3.39, 3.37, 3.36], [-1.49, -2.64, 2.53], [-0.82, 1.27, 2.15], [2.08, 1.59, 1.62], [-4.46, 6.35, -5.13], [-2.89, 0.76, 2.29], [-2.48, 1.21, 4.98], [2.11, 2.95, 3.63], [-0.68, 2.96, -0.52], [5.04, 3.22, 1.99], [2.31, -3.22, 2.49], [0.97, -4.03, 4.38], [-1.45, -1.27, -2.90], [1.23, -3.06, 2.48], [0.50, -0.91, -1.51], [-4.95, 3.57, -4.30], [2.00, -1.75, -0.16], [2.38, -7.37, -2.41], [-1.05, 5.12, -1.69]]}

=====

2.
{"formula": "C4H10NOS", "method": "ωB97M-V/def2-TZVPD", "e_tot_ha": -686.25156, "smiles": "CS[C@@H](O)[NH+]1CC1", "total_charge": 1, "lumo_energy_ev": -3.2, "elements": ["H", "H", "H", "H", "N", "H", "H", "H", "H", "C", "C", "C", "C", "S", "O", "H", "H"], "positions_angstrom": [[0.07, 0.63, -1.25], [-1.02, -2.32, 0.07], [2.86, -0.46, -0.49], [-2.45, -0.51, -0.07], [0.59, 0.19, -0.52], [1.44, 2.08, -0.34], [0.89, -1.23, 0.79], [2.05, 0.28, -1.92], [-3.31, 0.36, 1.27], [0.07, -0.89, 0.29], [-2.41, 0.29, 0.62], [1.50, 1.11, 0.07], [2.10, 0.17, -0.88], [-1.04, -0.13, 1.65], [-0.61, -1.70, -0.55], [1.62, 0.90, 1.09], [-2.37, 1.23, 0.17]]}

=====

3.
{"formula": "C43H48BrCsN8O7S3", "method": "ωB97M-V/def2-TZVPD", "e_tot_ha": -6421.09287, "total_charge": -2, "lumo_energy_ev": 3.8, "elements": ["H", "H", "H", "H", "H", "H", "C", "N", "H", "O", "C", "C", "Br", "C", "H", "C", "H", "H", "O", "H", "C", "C", "C", "C", "C", "H", "N", "C", "N", "H", "H", "H", "C", "C", "C", "H", "N", "C", "H", "C", "H", "C", "C", "C", "H", "S", "H", "C", "O", "H", "C", "H", "H", "C", "N", "C", "N", "H", "C", "C", "H", "C", "C", "C", "C", "H", "H", "H", "C", "H", "C", "O", "H", "H", "H", "H", "O", "H", "C", "H", "H", "O", "O", "H", "H", "C", "H", "C", "C", "N", "C", "H", "C", "H", "Cs", "N", "C", "H", "S", "C", "C", "C", "H", "S", "H", "C", "H", "H", "H", "C", "H"], "positions_angstrom": [[1.51, -2.50, -5.51], [-1.19, 2.85, -4.32], [5.49, -4.01, 0.55], [0.99, 1.61, -3.84], [-2.33, 2.23, 1.94], [-1.75, 4.02, -0.05], [-5.32, 1.87, 1.32], [2.44, 3.77, 3.98], [-0.60, -0.43, -1.78], [1.06, 5.41, -2.28], [7.13, -0.12, 4.52], [-0.29, 3.36, -3.97], [-3.67, -6.08, 2.17], [-3.02, -1.45, -1.99], [-3.14, 0.86, -3.35], [3.66, -1.59, 2.05], [1.68, -0.41, -1.73], [-0.26, 4.35, -4.43], [-0.95, -2.82, 2.16], [-1.94, -0.66, -7.19], [7.14, 1.51, 2.75], [-2.66, -1.22, -3.43], [1.52, -1.22, -3.75], [-1.69, 4.44, -2.18], [3.80, -0.27, 2.72], [-2.48, -2.57, -0.32], [-2.15, -2.17, -1.23], [7.79, 0.88, 3.81], [0.23, 1.56, -1.06], [0.49, -3.08, -4.18], [3.16, -4.90, 0.19], [7.62, -0.61, 5.35], [-5.01, 0.43, 0.94], [-2.86, 1.89, 1.05], [5.18, 0.15, 3.12], [2.51, -0.78, -3.92], [3.05, 1.70, 3.41], [-3.45, -4.85, 3.60], [0.99, 2.38, -5.42], [-0.46, 3.56, -2.45], [-5.60, -0.34, 1.44], [-2.75, -3.67, 3.43], [-3.99, -5.21, 4.83], [5.84, 1.15, 2.41], [-3.03, -2.50, 6.61], [-0.18, -3.96, -1.40], [-5.35, 1.96, 2.41], [-2.15, -3.20, 2.11], [-3.31, 0.10, 2.95], [-5.05, 0.26, -0.14], [-0.81, -2.42, -1.55], [2.41, 3.98, -0.75], [-1.61, 5.32, -2.83], [3.34, -3.98, 0.73], [-0.14, -1.33, -1.91], [-4.15, 2.67, 0.75], [2.77, 0.48, 2.90], [-1.68, -2.92, -6.20], [-2.56, 0.24, -5.34], [1.43, -2.59, -4.42], [3.43, 3.86, 4.16], [4.62, -3.48, 0.92], [1.28, -1.29, -2.24], [-2.83, 0.04, -3.99], [-0.68, 2.17, -1.83], [2.23, -3.24, -4.07], [-2.17, 1.86, 0.21], [-4.27, -4.64, 6.88], [-1.81, 4.87, -0.73], [0.79, -0.54, -4.20], [2.28, -3.24, 1.22], [-2.93, -3.18, 1.13], [-4.52, -6.15, 4.93], [7.64, 2.29, 2.19], [5.32, -1.25, 4.72], [-2.56, 3.87, -2.49], [-1.75, 1.60, -2.12], [5.78, -1.86, 1.74], [2.02, 2.48, 3.71], [-4.26, 2.76, -0.33], [-6.28, 2.20, 0.92], [-4.09, -1.04, -1.56], [2.32, 1.65, -0.17], [-2.77, 5.36, -0.54], [8.80, 1.16, 4.07], [-3.15, -3.17, 5.77], [1.25, -3.57, 1.10], [-2.15, -0.82, -6.13], [-2.60, -2.84, 4.55], [1.55, 3.56, -1.08], [-2.00, -2.08, -5.58], [-2.11, -3.26, -3.78], [-3.85, -4.37, 5.92], [-2.67, 1.23, -5.77], [-0.08, -0.47, 2.13], [2.43, -2.09, 1.87], [5.83, -0.48, 4.17], [-2.06, -1.91, 4.43], [-3.30, 0.17, 1.45], [-2.25, -2.28, -4.23], [1.39, 2.18, -0.74], [4.79, -2.28, 1.59], [-4.09, 3.68, 1.16], [0.34, 2.19, 3.84], [1.87, 3.11, -4.08], [0.96, 2.57, -4.35], [1.81, 4.31, 4.55], [5.32, 1.65, 1.60], [1.75, -2.18, -1.82], [0.78, 4.27, -1.93], [-1.02, 5.57, -0.45]]}

=====

> Number 3 is which compound?

C43H48BrCsN8O7S3

=====

> Which formula does entry 1 have?

C34H26BrN2O3PdSb